(1)
ORCA calculation (the ωB97M-V functional and the def2-TZVPD basis) on a molecular structure, C42H30AsCl4CrO2SSbSe.

Summary:
Spin multiplicity: 5
Orbital gap (alpha / beta) (eV): 5.409 / 5.936
Lowest unoccupied orbital energy (alpha / beta) (eV): 4.150 / 4.150
Charge: -2
⟨S²⟩: 6.02
Energy relative to the best compared isomer or geometry (same formula, charge and spin) (kJ/mol): 33.4
E_tot (hartree): -9929.96600
HOMO level (alpha / beta) (Eh): -0.0463 / -0.0656

Last column: Mulliken charge in e.
Cartesian coordinates (Å):
Cr (-0.05776, -0.75850, 0.16801)  0.27
Cl (-5.75476, -2.42456, 3.56839)  -0.26
C (-4.10910, -2.02012, 3.17946)  0.18
C (-3.17454, -1.84815, 4.18562)  0.24
Cl (-3.62649, -2.03114, 5.85479)  -0.27
C (-1.84420, -1.52280, 3.85380)  0.22
Cl (-0.63396, -1.29158, 5.08206)  -0.25
C (-1.44202, -1.36945, 2.53055)  -0.56
O (-0.22002, -1.05944, 2.16670)  0.17
C (-2.40756, -1.55466, 1.47589)  0.40
O (-1.98140, -1.42619, 0.26077)  -0.54
C (-3.72056, -1.87419, 1.82888)  0.19
Cl (-4.86560, -2.08893, 0.54806)  -0.25
S (-0.88316, 1.81944, 0.06335)  -0.70
Sb (-0.30644, 1.82167, -2.17118)  1.87
C (-1.60227, 0.82441, -3.51657)  0.49
C (-2.51636, -0.09180, -2.99155)  -0.91
C (-3.37353, -0.76860, -3.84580)  -0.52
C (-3.31803, -0.55408, -5.22219)  -0.40
C (-2.41136, 0.36005, -5.74176)  -0.71
C (-1.56842, 1.06417, -4.88543)  -0.17
C (1.70372, 2.33208, -2.61141)  0.67
C (2.26392, 2.09798, -3.86221)  -0.48
C (3.56905, 2.47789, -4.12200)  -0.59
C (4.34344, 3.08664, -3.12406)  -0.62
C (3.78614, 3.31047, -1.87749)  -0.73
C (2.46122, 2.94521, -1.62853)  -0.38
C (-1.05859, 3.82196, -2.78576)  0.18
C (-0.32793, 4.97160, -2.50260)  -0.24
C (-0.80268, 6.23672, -2.83826)  -0.68
C (-2.03695, 6.37213, -3.47127)  -0.33
C (-2.78351, 5.22747, -3.75493)  -0.74
C (-2.29222, 3.97240, -3.41138)  -0.29
H (-2.53001, -0.30647, -1.92650)  0.27
H (-4.07289, -1.48498, -3.43124)  0.43
H (-3.97919, -1.10092, -5.88552)  0.34
H (-2.36321, 0.53173, -6.81211)  0.35
H (-0.87894, 1.79330, -5.30051)  0.32
H (1.71198, 1.56035, -4.63018)  0.30
H (3.99858, 2.26943, -5.09615)  0.35
H (5.37710, 3.35477, -3.31223)  0.36
H (4.37864, 3.75060, -1.08396)  0.39
H (2.03601, 3.11163, -0.64192)  0.36
H (0.63889, 4.89038, -2.01650)  0.25
H (-0.21054, 7.11450, -2.60568)  0.38
H (-2.41120, 7.35391, -3.73562)  0.34
H (-3.74872, 5.31078, -4.24093)  0.37
H (-2.89432, 3.09929, -3.63848)  0.39
C (6.47812, 1.14050, -1.12252)  -0.48
C (6.23395, 1.57884, 0.17172)  -0.79
C (5.05891, 1.21704, 0.82330)  -0.59
C (4.11479, 0.41354, 0.18790)  0.68
C (4.34705, 0.01483, -1.13129)  -0.03
C (5.52920, 0.36836, -1.77046)  -1.13
As (2.42573, -0.16135, 1.01461)  1.35
C (2.52682, 0.75451, 2.74210)  0.15
C (1.44866, 1.57607, 3.06056)  -0.66
C (1.41893, 2.26025, 4.27279)  -0.61
C (2.46265, 2.12537, 5.17502)  -0.48
C (3.53980, 1.30328, 4.86830)  -0.76
C (3.57089, 0.62059, 3.66088)  0.04
C (2.92295, -1.97269, 1.55077)  0.47
C (3.42723, -2.84524, 0.58624)  -0.37
C (3.69413, -4.17052, 0.90950)  -0.74
C (3.43945, -4.63886, 2.19423)  -0.43
C (2.90042, -3.78122, 3.14167)  -0.77
C (2.63359, -2.45418, 2.82294)  -0.34
H (7.39676, 1.41905, -1.62643)  0.40
H (6.95775, 2.20540, 0.68026)  0.38
H (4.87797, 1.57747, 1.82386)  0.36
H (3.56832, -0.52142, -1.66108)  0.31
H (5.69221, 0.05563, -2.79564)  0.35
H (0.61952, 1.65833, 2.37183)  0.05
H (0.56469, 2.88113, 4.51324)  0.43
H (2.43361, 2.64983, 6.12336)  0.36
H (4.35357, 1.18486, 5.57549)  0.37
H (4.40736, -0.03160, 3.43656)  0.51
H (3.58097, -2.50018, -0.42958)  0.34
H (4.07975, -4.83786, 0.14802)  0.39
H (3.63776, -5.67389, 2.44818)  0.35
H (2.65906, -4.14607, 4.13379)  0.39
H (2.16031, -1.81668, 3.55719)  0.34
Se (0.75183, -0.61104, -2.13865)  -1.28

***

(2)
ORCA calculation (the ωB97M-V functional and the def2-TZVPD basis) on a gas-phase ion, C2H9N6 (charge +1) in a non-equilibrium geometry.

Summary:
Orbital gap (eV): 10.658
Lowest unoccupied orbital energy (eV): -3.593
SMILES: [H]/N=C1/CN[N@H+](N)N1N
Charge: +1
Energy relative to the best compared isomer or geometry (same formula, charge and spin) (kJ/mol): 316.3
E_tot (hartree): -409.71159
HOMO level (Eh): -0.5237

Last column: natural (NBO) charge in e.
Cartesian coordinates (Å):
C (0.38814, 1.42530, 0.11344)  0.41
C (-0.97683, 1.51865, -0.44014)  -0.35
N (1.17898, 2.31969, 0.34244)  -0.58
N (-1.53064, 0.20561, -0.35767)  -0.40
N (0.64056, -0.09084, 0.31256)  -0.20
N (1.90198, -0.69139, 0.24122)  -0.64
N (-0.80315, -1.95471, -0.01037)  -0.64
N (-0.41526, -0.72998, -0.44054)  0.07
H (-1.63628, 2.27866, 0.14983)  0.30
H (-0.92416, 1.91101, -1.59108)  0.26
H (2.00015, 2.20068, 0.81443)  0.38
H (-1.92059, -0.04638, 0.52509)  0.39
H (2.53090, -0.09968, -0.43383)  0.36
H (2.28738, -0.38282, 1.20298)  0.40
H (0.03037, -2.41004, 0.49115)  0.43
H (-1.24741, -2.45693, -0.80931)  0.42
H (-0.01653, -0.69084, -1.53584)  0.39

***

(3)
ORCA calculation (the ωB97M-V functional and the def2-TZVPD basis) on 2 unconnected molecules or ions with the total composition C3H9NO2 in a non-equilibrium geometry.

Summary:
Orbital gap (eV): 10.465
Lowest unoccupied orbital energy (eV): 0.780
SMILES: CC(N)=O.CO
Charge: 0
Energy relative to the best compared isomer or geometry (same formula, charge and spin) (kJ/mol): 335.7
E_tot (hartree): -324.84476
HOMO level (Eh): -0.3559

Last column: natural (NBO) charge in e.
Cartesian coordinates (Å):
C (-1.56069, 1.22259, -0.61736)  -0.23
O (-0.56770, 2.18918, -0.73788)  -0.72
H (-0.66543, 2.83929, 0.04884)  0.46
H (-1.35425, 0.61759, -1.45128)  0.19
H (-1.33230, 0.70137, 0.28523)  0.15
H (-2.49563, 1.69684, -0.46682)  0.16
C (0.98218, -1.16217, 1.44615)  -0.70
C (1.24797, -0.84640, -0.00467)  0.66
O (2.04924, -0.07140, -0.19073)  -0.56
N (0.39098, -1.09022, -1.00807)  -0.80
H (1.71797, -1.66076, 1.93308)  0.22
H (0.11322, -1.78225, 1.79218)  0.21
H (0.61244, -0.67122, -1.85135)  0.38
H (0.17383, -1.92087, -1.16226)  0.35
H (0.68817, -0.06157, 1.98495)  0.24

***

(4)
ORCA calculation (the ωB97M-V functional and the def2-TZVPD basis) on a molecular structure, C29H56Br6HgN3O3 in a non-equilibrium geometry.

Summary:
Orbital gap (eV): 1.612
Lowest unoccupied orbital energy (eV): -1.432
Charge: -1
Energy relative to the best compared isomer or geometry (same formula, charge and spin) (kJ/mol): 757.6
E_tot (hartree): -17125.56478
HOMO level (Eh): -0.1119

Last column: Mulliken charge in e.
Cartesian coordinates (Å):
Hg (-1.25764, 0.71084, -0.80593)  0.02
C (-0.93516, -0.12439, -7.65983)  -1.57
C (-0.75608, 0.68045, -6.28716)  1.38
C (0.04802, 1.96843, -6.55158)  -1.24
C (-0.84064, 3.13162, -7.17003)  -0.73
C (-2.04789, 3.38801, -6.30995)  -1.37
C (-2.86034, 2.11098, -5.95464)  1.44
N (-2.02832, 0.95761, -5.48553)  0.43
O (-2.91785, -0.12344, -5.09059)  -0.65
C (-3.76899, 1.80989, -7.22540)  -1.58
C (-3.73801, 2.62418, -4.86086)  -1.81
C (0.14268, -0.25186, -5.52052)  -1.67
H (0.01571, -0.14142, -8.19241)  0.41
H (-1.64129, 0.39407, -8.30843)  0.30
H (-1.50014, -1.01937, -7.39924)  0.40
H (0.74197, 1.78181, -7.37115)  0.32
H (0.64750, 2.28009, -5.69624)  0.46
H (-1.03296, 2.82568, -8.19838)  0.33
H (-0.16863, 3.98970, -7.15531)  0.38
H (-2.75234, 4.13750, -6.67065)  0.48
H (-1.66376, 3.85306, -5.40206)  0.47
H (-3.22181, 1.68105, -8.15926)  0.34
H (-4.28788, 2.75322, -7.39562)  0.44
H (-4.51170, 1.02102, -7.10640)  0.31
H (-4.42385, 3.44493, -5.07083)  0.36
H (-3.10480, 3.08723, -4.10407)  0.45
H (-4.43786, 1.87562, -4.48942)  0.39
H (1.04835, -0.54203, -6.05312)  0.36
H (-0.36366, -1.21375, -5.44006)  0.38
H (0.38065, 0.15376, -4.53718)  0.43
C (0.19039, -5.73709, 3.03013)  -1.74
C (-0.73252, -6.49447, 2.07068)  1.77
C (-1.31832, -7.71251, 2.85704)  -1.48
C (-2.32947, -7.51245, 3.92488)  -0.55
C (-3.48622, -6.72392, 3.24560)  -1.20
C (-3.12836, -5.40512, 2.50345)  1.54
N (-1.92765, -5.75567, 1.56731)  0.16
O (-1.55327, -4.59215, 0.83818)  -0.61
C (-2.82824, -4.30013, 3.56178)  -1.57
C (-4.37567, -4.94729, 1.75995)  -1.82
C (0.12427, -7.09592, 0.88220)  -1.52
H (1.20008, -6.13837, 3.11733)  0.41
H (-0.19249, -5.51512, 4.02624)  0.27
H (0.40246, -4.71235, 2.72511)  0.42
H (-0.44019, -8.17378, 3.30895)  0.35
H (-1.67132, -8.41286, 2.10008)  0.46
H (-1.78370, -7.14319, 4.79314)  0.35
H (-2.68287, -8.51531, 4.16462)  0.34
H (-4.25886, -6.53232, 3.99019)  0.40
H (-3.84211, -7.48604, 2.55233)  0.41
H (-2.56937, -3.37090, 3.05422)  0.40
H (-1.96076, -4.54710, 4.17382)  0.24
H (-3.64350, -3.95739, 4.19895)  0.41
H (-4.16629, -4.10063, 1.10617)  0.43
H (-5.16768, -4.50784, 2.36634)  0.36
H (-4.72690, -5.74888, 1.11019)  0.40
H (0.00245, -8.12593, 0.54702)  0.35
H (1.08745, -7.29015, 1.35406)  0.37
H (0.22563, -6.46863, -0.00342)  0.35
C (2.76943, 3.64384, 4.04590)  -1.49
C (1.57848, 2.68061, 3.68729)  0.98
C (1.38602, 1.84452, 4.92160)  -1.22
C (0.48688, 2.54445, 5.86079)  -0.95
C (-0.86500, 2.81476, 5.26437)  -1.05
C (-0.79359, 3.71144, 3.99398)  1.64
N (0.30372, 3.20717, 3.11642)  0.43
O (0.40889, 3.77058, 1.73787)  -0.62
C (-0.56846, 5.12132, 4.46326)  -1.65
C (-2.15959, 3.63241, 3.18907)  -1.63
C (2.18747, 1.57772, 2.64934)  -1.44
H (2.38424, 4.48290, 4.62531)  0.33
H (3.14365, 3.96627, 3.07425)  0.41
H (3.54786, 3.17465, 4.64757)  0.31
H (2.31633, 1.52198, 5.38913)  0.55
H (0.91579, 0.87317, 4.76843)  0.44
H (0.99874, 3.46943, 6.12632)  0.31
H (0.32010, 2.04971, 6.81762)  0.41
H (-1.29105, 3.35341, 6.11080)  0.42
H (-1.62223, 2.03073, 5.26647)  0.35
H (-0.74798, 5.85066, 3.67337)  0.36
H (0.48503, 5.28868, 4.68745)  0.31
H (-1.12126, 5.45947, 5.33971)  0.33
H (-2.30438, 4.35276, 2.38394)  0.31
H (-2.97417, 3.73270, 3.90635)  0.41
H (-2.22928, 2.66424, 2.69320)  0.38
H (1.47939, 1.07094, 1.99368)  0.34
H (2.67390, 0.75123, 3.16741)  0.39
H (2.92993, 2.02869, 1.99094)  0.30
C (9.09732, 10.55963, -1.31179)  -0.28
Br (9.85333, 10.44357, -2.98742)  0.00
Br (10.73872, 11.32502, -0.45683)  -0.08
Br (8.45130, 8.94101, -0.43945)  0.01
H (8.31700, 11.32061, -1.32208)  0.35
C (9.49498, -2.80918, -0.40196)  -0.33
Br (9.45778, -1.27953, 0.83320)  0.00
Br (9.63210, -2.20902, -2.30788)  -0.03
Br (7.76547, -3.73597, -0.29980)  0.00
H (10.34290, -3.44720, -0.15283)  0.36

***

(5)
ORCA calculation (the ωB97M-V functional and the def2-TZVPD basis) on a molecular structure, C23H52BF7N3O5SSi2 in a non-equilibrium geometry.

Summary:
Orbital gap (eV): 7.924
Lowest unoccupied orbital energy (eV): -2.773
Charge: +1
E_tot (hartree): -3148.50708
HOMO level (Eh): -0.3931

Last column: Mulliken charge in e.
Cartesian coordinates (Å):
C (-5.35548, 0.85072, -0.65770)  -0.60
C (-6.29302, -0.42230, -1.09166)  -0.39
C (-5.53546, -1.52218, -2.04757)  -0.72
C (-4.45731, -2.48433, -1.27289)  0.43
C (-4.97334, -3.08650, 0.16334)  -0.74
C (-4.13585, -2.28624, 1.35948)  -0.06
C (-2.67218, -3.00461, 1.69491)  -0.28
C (-1.83048, -2.12538, 2.79639)  -0.66
C (-0.22093, -1.92739, 2.39088)  -0.50
C (0.18213, -0.34761, 2.18216)  -0.20
C (0.39941, 0.06930, 0.57706)  -0.67
C (-0.75455, -0.62971, -0.35431)  0.96
C (-1.24884, 0.25997, -1.63836)  -0.40
Si (0.05742, 0.50379, -3.02795)  0.12
O (1.70697, 0.09132, -2.59633)  -0.32
Si (2.22873, -1.43888, -3.27324)  0.65
C (1.16734, -2.96901, -2.74700)  -0.49
N (2.01455, -4.20594, -3.11383)  -0.30
C (3.11015, -4.42944, -2.06944)  -0.64
S (2.42079, -1.50599, -5.41473)  0.87
O (3.56194, -2.54042, -5.75995)  -0.61
O (1.11812, -2.10544, -6.01501)  -0.60
C (2.84375, 0.11125, -6.25060)  0.51
F (2.74926, -0.15581, -7.73561)  -0.24
F (1.90194, 1.22667, -5.99062)  -0.29
C (4.36554, 0.66173, -5.99571)  0.45
F (5.27305, -0.22367, -6.80645)  -0.25
F (4.83207, 0.60983, -4.59224)  -0.24
C (4.63735, 2.20071, -6.53112)  0.61
F (4.39004, 3.24548, -5.49965)  -0.22
F (6.08274, 2.28593, -6.96230)  -0.24
F (3.84532, 2.57323, -7.73466)  -0.22
B (0.07752, 2.43719, -3.40589)  0.74
N (1.36454, 3.21683, -3.04143)  -0.70
O (-1.06176, 3.17624, -3.99097)  -0.61
H (-4.82411, 0.71941, 0.39049)  0.15
H (-6.07392, 1.79160, -0.57438)  0.33
H (-4.55963, 1.11984, -1.49254)  0.03
H (-6.78446, -0.93116, -0.14188)  0.16
H (-7.20923, 0.01722, -1.71695)  0.36
H (-5.03100, -0.90818, -2.93047)  0.29
H (-6.36695, -2.18415, -2.55804)  0.30
H (-4.22166, -3.39685, -2.00304)  0.34
H (-3.47173, -1.85099, -1.13435)  -0.64
H (-4.70711, -4.23324, 0.28371)  0.35
H (-6.14152, -2.97783, 0.27740)  0.28
H (-4.81412, -2.17527, 2.33137)  0.34
H (-3.88560, -1.20295, 0.97060)  -0.33
H (-2.00717, -3.11619, 0.72408)  0.02
H (-2.94664, -4.06553, 2.16506)  0.40
H (-1.87416, -2.73213, 3.82263)  0.34
H (-2.38242, -1.11095, 2.98636)  0.27
H (0.38182, -2.34212, 3.30800)  0.40
H (0.05218, -2.60674, 1.46812)  0.18
H (-0.70678, 0.28738, 2.65905)  0.23
H (1.18400, -0.11572, 2.78359)  0.04
H (0.20730, 1.24689, 0.55361)  0.22
H (1.50178, -0.10263, 0.21994)  0.20
H (-0.50115, -1.70427, -0.74207)  -0.13
H (-1.71200, -0.75602, 0.34636)  -0.48
H (-2.21271, -0.24265, -2.11306)  -0.17
H (-1.61002, 1.31149, -1.22897)  0.34
H (-0.27089, -0.22098, -4.28224)  -0.08
H (3.58557, -1.69078, -2.72236)  -0.26
H (0.98723, -3.04846, -1.59354)  0.20
H (0.16922, -3.06780, -3.38931)  0.39
H (1.39194, -5.06127, -3.17644)  0.30
H (3.40064, -5.58099, -1.97304)  0.33
H (4.12491, -3.87309, -2.34081)  0.17
H (2.81907, -4.06545, -0.99282)  0.18
H (1.61325, 2.96712, -2.04034)  0.30
H (2.14721, 2.80365, -3.60367)  0.22
H (-1.71587, 3.36990, -3.23439)  0.30
C (0.46707, 2.43396, 5.99479)  -0.92
N (1.69510, 3.20603, 6.47932)  -0.09
C (1.70975, 3.16313, 8.00684)  -0.87
C (1.58949, 4.65287, 6.03031)  -0.87
C (3.00556, 2.54609, 5.97487)  -0.54
C (3.18731, 2.54164, 4.44696)  -0.68
O (2.14805, 1.81881, 3.80195)  -0.33
H (-0.39818, 2.76754, 6.57824)  0.38
H (0.28580, 2.66321, 4.94298)  0.41
H (0.63907, 1.36625, 6.15449)  0.37
H (0.79451, 3.63005, 8.37971)  0.39
H (2.58647, 3.71326, 8.35990)  0.39
H (1.75917, 2.11694, 8.32281)  0.38
H (1.50567, 4.68478, 4.94136)  0.36
H (2.48602, 5.18448, 6.36394)  0.36
H (0.69465, 5.09120, 6.48179)  0.39
H (2.99406, 1.51765, 6.35465)  0.39
H (3.83332, 3.09055, 6.44383)  0.38
H (4.13611, 2.05381, 4.20302)  0.43
H (3.21848, 3.55736, 4.04121)  0.42
H (2.33578, 1.82098, 2.84442)  0.24

***

Question: The highest E_tot belongs to which entry?
Answer: C3H9NO2